DFT (wB97M-V/def2-TZVPD) results for a structure of composition C35H34GeMoN2S2.

Summary:
Highest occupied orbital energy: -14.0 eV
Charge: +2
LUMO level: -7.9 eV
Total energy: -119853.97866 eV

Positions of all 75 atoms, in Å:
Mo -0.47 -1.01 0.07
C -2.19 0.45 2.55
N -1.63 -0.89 2.18
C -0.62 -1.21 3.23
C 0.43 -2.15 2.71
N 1.12 -1.56 1.51
C 1.99 -0.40 1.88
C 1.98 -2.60 0.91
C 2.77 -3.44 1.69
C 3.59 -4.37 1.06
C 3.63 -4.46 -0.33
C 2.87 -3.61 -1.10
C 2.04 -2.68 -0.47
S 1.13 -1.52 -1.44
C -2.75 -1.86 2.24
C -3.59 -1.92 3.34
C -4.64 -2.83 3.36
C -4.86 -3.68 2.29
C -4.02 -3.63 1.19
C -2.96 -2.73 1.18
S -1.85 -2.76 -0.19
H -2.47 0.46 3.60
H -1.42 1.21 2.40
H -3.06 0.66 1.94
H -0.18 -0.27 3.56
H -1.11 -1.65 4.10
H 1.17 -2.34 3.49
H 0.00 -3.10 2.40
H 2.70 -0.72 2.65
H 2.52 -0.07 0.99
H 1.37 0.42 2.25
H 2.77 -3.39 2.77
H 4.20 -5.03 1.66
H 4.28 -5.18 -0.80
H 2.91 -3.66 -2.18
H -3.45 -1.28 4.20
H -5.30 -2.86 4.22
H -5.69 -4.38 2.31
H -4.17 -4.30 0.36
C -1.06 0.66 -0.04
Ge 0.11 1.84 -1.40
C -0.85 3.50 -1.33
C -0.19 4.70 -1.04
C -0.87 5.91 -1.12
C -2.21 5.93 -1.49
C -2.87 4.74 -1.79
C -2.19 3.54 -1.71
C 1.89 1.99 -0.70
C 3.01 1.47 -1.35
C 4.27 1.62 -0.80
C 4.44 2.30 0.39
C 3.34 2.84 1.05
C 2.07 2.69 0.50
C -0.14 0.92 -3.09
C -1.05 -0.11 -3.28
C -1.17 -0.72 -4.52
C -0.38 -0.31 -5.58
C 0.51 0.74 -5.41
C 0.63 1.36 -4.17
H -1.95 1.24 0.21
H 0.85 4.71 -0.76
H -0.36 6.83 -0.90
H -2.74 6.87 -1.55
H -3.91 4.76 -2.08
H -2.71 2.63 -1.98
H 2.90 0.95 -2.29
H 5.14 1.23 -1.32
H 5.43 2.43 0.81
H 3.47 3.39 1.97
H 1.23 3.13 1.02
H -1.73 -0.43 -2.49
H -1.89 -1.52 -4.66
H -0.47 -0.78 -6.55
H 1.11 1.09 -6.24
H 1.33 2.18 -4.07